Entry 1:
C6H11NO3S | ωB97M-V/def2-TZVPD

Results
Charge: 0
Orbital gap in Eh: 0.317
Multiplicity: 1
LUMO energy in eV: 0.8
SMILES: COC1=NSC(OC)(OC)C1
E_HOMO in eV: -7.8
Relative energy (zero: lowest compared OMol25 entry of this formula, charge and spin) in kcal per mole: 82.41

Last columns: bonded neighbours and bond lengths (Å).
Geometry (Å):
1 C 0.784 -3.719 0.708  O2 1.466, H12 1.152, H13 1.080, H14 1.078
2 O 0.307 -2.421 1.194  C1 1.466, C3 1.273
3 C 0.223 -1.456 0.369  O2 1.273, N4 1.255, C11 1.575
4 N 0.614 -1.490 -0.823  C3 1.255, S5 1.671
5 S 0.525 -0.042 -1.653  N4 1.671, C6 1.937
6 C -0.429 1.016 -0.341  S5 1.937, O7 1.353, O9 1.392, C11 1.608
7 O 0.401 2.046 -0.058  C6 1.353, C8 1.413
8 C 1.332 1.893 0.994  O7 1.413, H15 1.254, H16 1.126, H17 1.108
9 O -1.680 1.394 -0.821  C6 1.392, C10 1.369
10 C -1.812 2.283 -1.854  O9 1.369, H18 1.115, H19 1.055, H20 1.131
11 C -0.597 -0.163 0.739  C3 1.575, C6 1.608, H21 1.055, H22 1.038
12 H 1.925 -3.764 0.561  C1 1.152
13 H 0.315 -3.932 -0.241  C1 1.080
14 H 0.573 -4.487 1.434  C1 1.078
15 H 2.069 2.907 1.038  C8 1.254
16 H 1.876 0.941 0.738  C8 1.126
17 H 0.880 1.589 1.958  C8 1.108
18 H -0.839 2.321 -2.397  C10 1.115
19 H -1.986 3.250 -1.469  C10 1.055
20 H -2.615 1.999 -2.599  C10 1.131
21 H -0.254 0.189 1.673  C11 1.055
22 H -1.612 -0.352 0.849  C11 1.038

Entry 2:
C6H11NS | ωB97M-V/def2-TZVPD

Results
Charge: 0
Orbital gap in Eh: 0.313
Multiplicity: 1
LUMO energy in eV: 0.0
SMILES: CC(=S)[C@H]1CN[C@H]1C
E_HOMO in eV: -8.5
Relative energy (zero: lowest compared OMol25 entry of this formula, charge and spin) in kcal per mole: 121.38

Last columns: bonded neighbours and bond lengths (Å).
Geometry (Å):
1 C 1.753 1.008 -0.838  C2 1.433, H9 1.272, H10 1.179, H11 1.276
2 C 1.364 -0.262 -0.299  C1 1.433, S3 1.543, C4 1.571
3 S 2.029 -1.329 0.596  C2 1.543
4 C -0.087 -0.579 -0.810  C2 1.571, C5 1.631, C7 1.609, H12 1.190
5 C -1.073 -1.783 -0.320  C4 1.631, N6 1.603, H13 1.062, H14 1.262
6 N -2.147 -0.607 -0.139  C5 1.603, C7 1.531, H15 0.965
7 C -1.010 0.395 0.077  C4 1.609, N6 1.531, C8 1.572, H16 1.178
8 C -0.375 0.783 1.462  C7 1.572, H17 1.092, H18 1.251, H19 1.252
9 H 2.215 0.682 -1.977  C1 1.272
10 H 0.901 1.754 -1.167  C1 1.179
11 H 2.598 1.520 -0.030  C1 1.276
12 H -0.265 -0.332 -1.960  C4 1.190
13 H -1.238 -2.579 -1.004  C5 1.062
14 H -0.392 -2.103 0.693  C5 1.262
15 H -2.576 -0.681 0.722  N6 0.965
16 H -1.095 1.512 -0.286  C7 1.178
17 H -0.241 -0.114 2.071  C8 1.092
18 H 0.759 1.164 1.099  C8 1.251
19 H -1.122 1.550 2.112  C8 1.252

Entry 3:
C6H11NS | ωB97M-V/def2-TZVPD

Results
Charge: 0
Orbital gap in Eh: 0.362
Multiplicity: 1
LUMO energy in eV: 0.9
SMILES: SC1(C2CC2)CNC1
E_HOMO in eV: -9.0
Relative energy (zero: lowest compared OMol25 entry of this formula, charge and spin) in kcal per mole: 47.19

Last columns: bonded neighbours and bond lengths (Å).
Geometry (Å):
1 S -1.680 -1.775 0.105  C2 1.826, H9 1.374
2 C -0.662 -0.279 -0.148  S1 1.826, C3 1.521, C6 1.563, C8 1.549
3 C 0.755 -0.661 -0.547  C2 1.521, C4 1.527, C5 1.517, H10 1.092
4 C 1.762 -1.032 0.539  C3 1.527, C5 1.526, H11 1.113, H12 1.101
5 C 1.863 0.309 -0.184  C3 1.517, C4 1.526, H13 1.051, H14 1.068
6 C -1.291 0.896 -0.965  C2 1.563, N7 1.515, H15 1.094, H16 1.104
7 N -1.068 1.755 0.263  C6 1.515, C8 1.418, H17 1.059
8 C -0.881 0.621 1.094  C2 1.549, N7 1.418, H18 1.082, H19 1.104
9 H -0.957 -2.453 -0.847  S1 1.374
10 H 0.867 -1.271 -1.446  C3 1.092
11 H 1.554 -1.096 1.631  C4 1.113
12 H 2.435 -1.836 0.203  C4 1.101
13 H 1.638 1.179 0.362  C5 1.051
14 H 2.538 0.453 -0.999  C5 1.068
15 H -2.318 0.635 -1.236  C6 1.094
16 H -0.707 1.284 -1.818  C6 1.104
17 H -1.866 2.366 0.597  N7 1.059
18 H -0.136 0.611 1.878  C8 1.082
19 H -1.848 0.295 1.515  C8 1.104

Entry 4:
C6H11NS2 | ωB97M-V/def2-TZVPD

Results
Charge: 0
Orbital gap in Eh: 0.295
Multiplicity: 1
LUMO energy in eV: 0.5
E_HOMO in eV: -7.6
Relative energy (zero: lowest compared OMol25 entry of this formula, charge and spin) in kcal per mole: 186.42

Last columns: bonded neighbours and bond lengths (Å).
Geometry (Å):
1 C 1.415 0.549 -1.156  S9 1.768, H10 1.148
2 C -0.801 -1.803 -0.295  N7 1.239, S8 1.737, H11 1.108
3 C 1.609 -1.408 0.821  S8 1.759, S9 1.812, H12 1.113
4 C -0.230 0.737 0.160  C5 1.492, C6 1.520, S8 1.900
5 C -1.427 0.786 -0.730  C4 1.492, H13 1.042, H14 1.087, H15 1.106
6 C -0.115 1.910 1.120  C4 1.520, H16 1.019, H17 1.117, H18 1.204
7 N -1.659 -2.685 -0.146  C2 1.239, H19 0.990
8 S -0.075 -0.945 1.030  C2 1.737, C3 1.759, C4 1.900
9 S 2.626 -0.416 -0.303  C1 1.768, C3 1.812, H20 1.484
10 H 1.168 -0.254 -1.938  C1 1.148
11 H -0.232 -1.558 -1.214  C2 1.108
12 H 2.197 -1.414 1.767  C3 1.113
13 H -2.254 0.473 -0.179  C5 1.042
14 H -1.244 0.132 -1.579  C5 1.087
15 H -1.561 1.775 -1.208  C5 1.106
16 H 0.626 1.780 1.808  C6 1.019
17 H -1.053 2.088 1.700  C6 1.117
18 H 0.096 2.912 0.486  C6 1.204
19 H -2.008 -3.309 -0.831  N7 0.990
20 H 2.924 0.648 0.689  S9 1.484

Entry 5:
C6H11O | ωB97M-V/def2-TZVPD

Results
Charge: -1
Orbital gap in Eh: 0.213
Multiplicity: 1
LUMO energy in eV: 3.6
SMILES: C=CCCCC[O-]
E_HOMO in eV: -2.2
Relative energy (zero: lowest compared OMol25 entry of this formula, charge and spin) in kcal per mole: 28.48

Last columns: bonded neighbours and bond lengths (Å).
Geometry (Å):
1 C 1.024 3.202 0.747  C2 1.348, H8 1.077, H9 1.082
2 C 0.178 2.631 -0.134  C1 1.348, C3 1.498, H10 1.080
3 C -0.595 1.366 0.073  C2 1.498, C4 1.566, H11 1.094, H12 1.089
4 C 0.247 0.052 0.198  C3 1.566, C5 1.526, H13 1.099, H14 1.097
5 C -0.043 -1.104 -0.755  C4 1.526, C6 1.712, H15 1.098, H16 1.082
6 C 0.073 -2.637 0.001  C5 1.712, O7 1.297, H17 1.118, H18 1.162
7 O -1.032 -3.307 -0.116  C6 1.297
8 H 1.526 2.611 1.494  C1 1.077
9 H 1.308 4.222 0.523  C1 1.082
10 H 0.019 3.224 -1.023  C2 1.080
11 H -1.395 1.292 -0.669  C3 1.094
12 H -1.166 1.380 1.000  C3 1.089
13 H 0.371 -0.270 1.242  C4 1.099
14 H 1.283 0.318 -0.046  C4 1.097
15 H 0.632 -1.170 -1.619  C5 1.098
16 H -1.060 -1.220 -1.107  C5 1.082
17 H 1.009 -3.069 -0.431  C6 1.118
18 H 0.338 -2.323 1.088  C6 1.162

Entry 6:
C6H11O2 | ωB97M-V/def2-TZVPD

Results
Charge: -2
Orbital gap (alpha / beta) in Eh: 0.100 / 0.293
Multiplicity: 2
LUMO energy (alpha / beta) in eV: 6.8 / 6.7
E_HOMO (alpha / beta) in eV: 4.0 / -1.3
Relative energy (zero: lowest compared OMol25 entry of this formula, charge and spin) in kcal per mole: 9.67
Expectation value of S²: 0.751

Last columns: bonded neighbours and bond lengths (Å).
Geometry (Å):
1 O -0.418 2.337 -1.349  C2 1.252
2 C -0.368 2.535 -0.113  O1 1.252, O3 1.222, C4 1.568
3 O -0.173 3.607 0.441  C2 1.222
4 C -0.400 1.333 0.893  C2 1.568, C5 1.582, H9 1.128, H10 1.093
5 C -1.215 0.163 0.206  C4 1.582, C6 1.527, H11 1.141, H12 1.069
6 C -0.516 -0.549 -0.950  C5 1.527, C7 1.584, H13 1.099, H14 1.137
7 C 0.975 -0.974 -0.624  C6 1.584, C8 1.543, H15 1.079, H16 1.071
8 C 1.122 -2.004 0.515  C7 1.543, H17 1.073, H18 1.112, H19 1.086
9 H 0.697 1.077 0.936  C4 1.128
10 H -0.813 1.815 1.782  C4 1.093
11 H -1.455 -0.644 0.976  C5 1.141
12 H -2.153 0.616 -0.036  C5 1.069
13 H -1.044 -1.445 -1.307  C6 1.099
14 H -0.494 0.224 -1.784  C6 1.137
15 H 1.265 -1.272 -1.619  C7 1.079
16 H 1.516 -0.074 -0.407  C7 1.071
17 H 2.148 -2.318 0.545  C8 1.073
18 H 0.885 -1.585 1.518  C8 1.112
19 H 0.443 -2.841 0.377  C8 1.086

Entry 7:
C6H11O3Si | ωB97M-V/def2-TZVPD

Results
Charge: -1
Orbital gap in Eh: 0.273
Multiplicity: 1
LUMO energy in eV: 3.2
SMILES: C/C(=C\O[SiH](C)C)C(=O)[O-]
E_HOMO in eV: -4.2
Relative energy (zero: lowest compared OMol25 entry of this formula, charge and spin) in kcal per mole: 5.29

Last columns: bonded neighbours and bond lengths (Å).
Geometry (Å):
1 C 2.066 -1.747 0.403  C2 1.526, H11 1.089, H12 1.055, H13 1.050
2 C 2.015 -0.330 -0.162  C1 1.526, C3 1.293, C8 1.607
3 C 0.937 0.136 -0.701  C2 1.293, O4 1.363, H14 1.034
4 O -0.319 -0.387 -0.796  C3 1.363, Si5 1.630
5 Si -1.499 0.175 0.178  O4 1.630, C6 1.897, C7 1.890, H15 1.369
6 C -1.787 2.030 -0.095  Si5 1.897, H16 1.110, H17 1.054, H18 1.030
7 C -2.902 -1.064 -0.080  Si5 1.890, H19 1.111, H20 1.078, H21 1.107
8 C 3.146 0.785 0.077  C2 1.607, O9 1.202, O10 1.223
9 O 3.074 1.758 -0.625  C8 1.202
10 O 3.905 0.474 0.985  C8 1.223
11 H 2.949 -1.888 1.023  C1 1.089
12 H 2.165 -2.413 -0.409  C1 1.055
13 H 1.218 -2.050 0.943  C1 1.050
14 H 1.139 1.105 -1.000  C3 1.034
15 H -1.223 0.070 1.515  Si5 1.369
16 H -1.898 2.309 -1.164  C6 1.110
17 H -2.603 2.502 0.376  C6 1.054
18 H -0.921 2.439 0.284  C6 1.030
19 H -2.784 -2.049 0.420  C7 1.111
20 H -3.913 -0.698 0.002  C7 1.078
21 H -2.763 -1.157 -1.175  C7 1.107

Entry 8:
C6H11P | ωB97M-V/def2-TZVPD

Results
Charge: 0
Orbital gap (alpha / beta) in Eh: 0.291 / 0.291
Multiplicity: 1
LUMO energy (alpha / beta) in eV: 0.7 / 0.7
SMILES: C=C=P(C)=C(C)C
E_HOMO (alpha / beta) in eV: -7.2 / -7.2
Relative energy (zero: lowest compared OMol25 entry of this formula, charge and spin) in kcal per mole: 92.31

Last columns: bonded neighbours and bond lengths (Å).
Geometry (Å):
1 C 1.826 1.690 -0.447  C2 1.290, H8 1.077, H9 1.164
2 C 1.297 1.023 0.523  C1 1.290, P3 1.740
3 P 0.197 0.336 1.681  C2 1.740, C4 1.844, C5 1.783
4 C 0.865 -1.343 2.049  P3 1.844, H10 1.117, H11 1.161, H12 1.040
5 C -0.774 0.036 0.217  P3 1.783, C6 1.515, C7 1.514
6 C -0.645 -0.980 -0.900  C5 1.515, H13 1.005, H14 1.003, H15 1.105
7 C -1.544 1.237 -0.291  C5 1.514, H16 1.024, H17 0.994, H18 1.164
8 H 2.783 2.132 -0.223  C1 1.077
9 H 1.279 1.636 -1.472  C1 1.164
10 H 0.101 -2.092 1.731  C4 1.117
11 H 1.249 -1.299 3.144  C4 1.161
12 H 1.620 -1.620 1.390  C4 1.040
13 H -0.479 -0.527 -1.782  C6 1.005
14 H -1.484 -1.526 -0.950  C6 1.003
15 H 0.078 -1.747 -0.571  C6 1.105
16 H -1.724 1.976 0.394  C7 1.024
17 H -2.363 0.947 -0.774  C7 0.994
18 H -1.043 1.956 -1.058  C7 1.164

Entry 9:
C6H11P | ωB97M-V/def2-TZVPD

Results
Charge: 0
Orbital gap (alpha / beta) in Eh: 0.310 / 0.310
Multiplicity: 1
LUMO energy (alpha / beta) in eV: 0.5 / 0.5
E_HOMO (alpha / beta) in eV: -8.0 / -8.0
Relative energy (zero: lowest compared OMol25 entry of this formula, charge and spin) in kcal per mole: 82.32

Last columns: bonded neighbours and bond lengths (Å).
Geometry (Å):
1 C 2.042 0.073 -0.015  C2 1.411, P7 1.619
2 C 1.197 1.191 0.151  C1 1.411, C4 1.461, H8 1.039, H9 1.106
3 C 0.227 -1.382 -0.513  C5 1.450, H10 1.077, H11 1.079
4 C -0.064 1.051 -0.574  C2 1.461, C5 1.576, H12 1.119, H13 1.074
5 C -0.785 -0.346 -0.455  C3 1.450, C4 1.576, C6 1.573, H14 1.069
6 C -1.575 -0.197 0.897  C5 1.573, H15 1.067, H16 1.118, H17 1.100
7 P 3.628 -0.194 0.174  C1 1.619, H18 1.480
8 H 0.846 1.113 1.125  C2 1.039
9 H 1.709 2.123 -0.152  C2 1.106
10 H 0.515 -1.830 -1.449  C3 1.077
11 H 0.339 -2.106 0.280  C3 1.079
12 H -0.694 1.776 0.000  C4 1.119
13 H -0.018 1.298 -1.618  C4 1.074
14 H -1.543 -0.320 -1.208  C5 1.069
15 H -0.918 0.094 1.686  C6 1.067
16 H -2.130 -1.011 1.425  C6 1.118
17 H -2.250 0.617 0.594  C6 1.100
18 H 3.743 -1.670 0.186  P7 1.480

Entry 10:
C6H11P | ωB97M-V/def2-TZVPD

Results
Charge: 0
Orbital gap in Eh: 0.275
Multiplicity: 1
LUMO energy in eV: 0.1
E_HOMO in eV: -7.4
Relative energy (zero: lowest compared OMol25 entry of this formula, charge and spin) in kcal per mole: 73.14

Last columns: bonded neighbours and bond lengths (Å).
Geometry (Å):
1 C -2.149 -1.358 -1.081  P7 1.684, H8 1.114, H9 1.142
2 C 0.514 0.661 0.516  C3 1.341, C5 1.413, H10 1.050
3 C -0.359 1.217 -0.336  C2 1.341, C6 1.401, H11 1.046
4 C 1.999 -1.208 0.668  C5 1.502, H12 1.042, H13 1.039, H14 1.190
5 C 1.781 0.174 0.121  C2 1.413, C4 1.502, H15 1.105, H16 1.127
6 C -1.621 1.703 0.033  C3 1.401, H17 1.087, H18 1.059
7 P -2.867 -0.467 0.155  C1 1.684
8 H -2.358 -2.441 -1.239  C1 1.114
9 H -1.383 -0.709 -1.624  C1 1.142
10 H 0.096 0.393 1.441  C2 1.050
11 H -0.095 1.527 -1.300  C3 1.046
12 H 2.551 -1.885 0.100  C4 1.042
13 H 2.340 -1.272 1.648  C4 1.039
14 H 0.881 -1.608 0.755  C4 1.190
15 H 2.535 0.851 0.560  C5 1.105
16 H 2.142 0.302 -0.939  C5 1.127
17 H -1.908 1.684 1.081  C6 1.087
18 H -2.101 2.437 -0.559  C6 1.059